1.
DFT (the ωB97M-V functional and the def2-TZVPD basis) results for a cluster of 2 separate species, C33H35BF2O2S in total at a distorted geometry.

XYZ file:
```
74
Properties=species:S:1:pos:R:3:forces:R:3
S -3.9109 -1.2853 6.9367 1.1 0.4 0.1
F 3.6986 3.2496 1.6059 -0.1 -0.9 -0.3
F -4.7079 1.4949 2.0203 0.4 -0.8 0.3
O 0.9068 -3.1034 3.8029 -0.4 -0.5 -0.5
O -0.8034 -4.2610 2.7400 0.5 0.3 0.1
C -0.2835 -5.1581 3.7605 -0.1 -0.5 0.1
C -4.2359 0.3246 2.5695 0.1 0.0 -0.2
C -2.9508 1.0573 5.7546 -0.4 1.1 -0.7
C 2.3659 1.2860 1.6683 0.8 -0.8 -0.4
C -1.3869 -0.7482 6.6738 -1.0 0.2 -0.2
C -2.8638 0.0765 2.5649 -0.4 -0.1 0.0
C -4.3038 1.4568 5.7004 0.5 -0.2 0.0
C -2.3882 -1.1458 3.0799 -0.3 -0.2 -0.1
C -5.1637 -0.5823 3.0757 0.4 0.2 0.3
C -3.2129 -3.5445 8.4595 -0.2 -0.4 0.0
C -4.1210 4.8060 3.9604 -0.1 0.3 -0.2
C -2.3425 3.1621 4.6955 0.1 -0.1 0.1
C -3.6884 3.5348 4.6180 0.0 -0.5 0.1
C -2.6286 -0.2275 6.3281 0.8 -1.3 1.2
C -2.7828 -2.3604 7.6809 1.3 0.9 -0.7
C 1.0528 -4.4615 4.2720 0.4 0.0 -0.3
C 2.2337 -0.0938 1.3574 1.3 1.0 -0.5
C -1.3246 -5.2861 4.8715 -0.2 0.1 0.2
C -1.9640 1.9409 5.2434 -0.7 -0.7 0.4
C 3.1992 -0.7058 0.5132 -0.4 0.3 0.5
C 1.1705 -0.9128 1.8702 -1.4 0.5 0.8
C -0.9711 -1.5582 2.7899 1.1 -2.4 -2.3
C 4.3136 -0.0052 0.0768 -0.1 0.3 0.1
C 1.2660 -4.4291 5.7739 -0.3 0.0 0.4
C -4.6606 -1.7328 3.6897 -0.1 -0.1 -0.3
C 0.0829 -0.5336 2.6016 1.3 -0.4 -1.2
C -3.3002 -2.0361 3.6414 0.0 0.1 0.1
C 4.5036 1.3289 0.4589 -0.2 -0.1 0.0
C 3.5203 1.9387 1.2306 -0.4 0.2 0.3
C -4.6573 2.6602 5.1273 0.3 0.4 -0.1
C 2.3461 -5.0302 3.7014 0.2 -0.3 -0.2
C -0.1541 -6.5167 3.0978 0.2 -0.4 -0.1
C -1.4765 -1.9548 7.4316 -1.0 -0.2 0.1
B -0.1813 -3.0670 2.9530 -1.8 2.1 3.3
H -1.5696 3.8406 4.3238 -0.3 -0.2 0.1
H -5.7049 2.9462 5.0620 0.1 -0.1 0.0
H -1.4052 -4.3724 5.4866 0.0 -0.4 -0.3
H -2.9282 -2.9836 4.0296 -0.2 0.2 0.0
H 2.5470 -6.0224 4.1397 -0.1 0.3 -0.3
H -0.0705 0.4980 2.9342 0.1 -0.4 0.0
H 1.2733 -1.9644 1.5629 -0.2 0.4 0.1
H -0.4485 -0.2446 6.4363 -0.3 -0.2 0.1
H 0.4064 -4.0701 6.3477 0.2 -0.1 -0.2
H 1.5154 -5.4476 6.0952 -0.1 0.2 0.2
H -0.6220 -2.5048 7.8224 -0.2 0.2 -0.1
H 0.0704 -7.2872 3.8482 0.1 0.2 -0.2
H -2.3150 -5.5000 4.4438 0.3 0.1 0.0
H -0.9186 1.6249 5.2898 -0.3 0.3 -0.1
H -4.3070 4.6486 2.8879 0.1 0.0 0.2
H 1.6159 1.7963 2.2672 0.3 0.0 -0.1
H -1.1230 -6.7884 2.6501 0.3 0.2 0.1
H -6.2288 -0.3594 3.0315 0.3 0.0 0.1
H 2.3163 -5.1131 2.6093 0.1 0.0 0.2
H -1.0843 -1.9665 1.7355 -0.4 0.9 0.1
H 5.3878 1.8846 0.1560 -0.2 -0.1 0.1
H 3.1901 -4.3846 3.9899 -0.4 -0.1 -0.2
H 0.6170 -6.5284 2.3154 -0.3 0.0 0.2
H -3.3686 -4.4095 7.8066 0.0 0.0 0.1
H -2.1908 0.8077 2.1184 -0.2 -0.2 0.1
H -5.0906 0.8127 6.1066 0.3 0.2 -0.2
H -2.4365 -3.8022 9.1814 -0.1 0.0 0.0
H -5.3329 -2.4142 4.2158 0.1 0.2 -0.4
H -4.1453 -3.3585 8.9982 0.1 0.0 0.0
H -5.0579 5.1516 4.4025 0.1 0.1 -0.1
H -3.3713 5.5986 4.0536 -0.1 -0.1 0.0
H 3.0531 -1.7528 0.2324 0.1 0.3 0.1
H 5.0427 -0.5021 -0.5619 -0.1 0.2 0.2
H -1.0430 -6.1475 5.5002 -0.2 0.5 0.0
H 2.1111 -3.7712 6.0123 -0.1 -0.2 -0.2
```
Forces are in eV/Å.

## Properties
M, g mol⁻¹: 544.5
Lowest unoccupied orbital energy, eV: 0.44
Energy above the lowest of the compared OMol25 structures with the same formula, charge and spin, eV: 0.4536
E_HOMO, Eh: -0.2751
SMILES: CC1(C)OB([C@H](/C=C/c2cccc(F)c2)c2cccc(F)c2)OC1(C)C.Cc1ccc(-c2ccc(C)s2)cc1
E, eV: -55832.06383
HOMO-LUMO gap, eV: 7.9

***

2.
DFT (the ωB97M-V functional and the def2-TZVPD basis) results for a cluster of 5 separate species, C37H54BrClN13O10PS2 in total at a distorted geometry.

XYZ file:
```
119
Properties=species:S:1:pos:R:3:forces:R:3
Br -2.7331 -0.9811 -2.8915 -0.2 -0.2 0.0
Cl 4.8265 3.8391 1.9838 0.2 -0.1 0.1
S 0.3645 2.3399 0.2959 0.2 0.1 0.0
S 2.4945 5.4401 3.2129 0.1 0.1 -0.2
P -5.3283 0.4372 1.8993 -0.6 -1.0 -0.9
O -1.2173 1.2833 -2.9120 0.3 0.2 -0.4
O 0.6162 7.0310 2.0762 0.2 0.0 -0.2
O -11.5734 5.2271 -2.4597 -0.1 -0.1 0.1
O -6.2290 -0.4667 1.1892 0.1 0.0 -0.1
O -5.9619 0.9277 3.2858 0.4 0.3 0.2
O -7.6494 4.5644 -1.3302 0.0 0.1 0.0
O -2.0374 5.0184 7.2242 0.4 -0.1 0.4
O -5.0327 1.7855 1.0672 -0.1 0.2 0.6
O 9.8449 -8.7343 -3.0497 0.1 -0.2 0.0
O 3.4680 -7.8262 -3.8885 -0.2 0.0 -0.1
N -9.6477 3.6318 -0.7955 0.1 0.2 0.1
N -13.4372 6.3436 -1.8136 0.0 0.0 0.0
N -3.4496 6.5805 6.3157 -0.1 -0.3 0.0
N -7.6664 2.6960 -0.0501 -0.1 0.2 0.1
N 11.2211 -10.5038 -2.7001 0.0 0.0 0.0
N 1.7895 -8.6333 -5.1810 0.0 0.0 0.0
N 10.6841 -9.8256 -4.8472 0.0 0.0 0.0
N 0.7235 7.1986 4.2658 -0.2 0.1 -0.3
N -0.2776 8.0528 3.8020 0.0 -0.1 -0.1
N -11.4116 7.4411 -2.0272 0.0 0.0 0.0
N 2.7797 -9.9576 -3.5628 0.0 0.0 0.0
N 6.3992 -5.0935 -2.4569 0.0 -0.1 0.3
N -1.7527 0.3132 0.2146 0.2 0.2 -0.3
C 2.7272 -8.7443 -4.1910 0.0 -0.1 0.0
C -1.7297 1.0702 1.4285 -0.5 -0.1 0.2
C 3.1021 1.0973 -0.4888 -0.1 0.5 0.2
C -12.1078 6.2714 -2.1209 0.0 0.1 0.0
C 10.5365 -9.6272 -3.5006 0.0 0.0 0.0
C 0.0785 4.1093 2.8792 -0.2 -0.3 -0.2
C 3.3705 -1.8742 -1.1527 -0.2 -0.2 0.0
C -2.8323 4.4976 5.0467 0.5 -0.2 0.5
C -2.4167 1.0874 -0.8702 -0.3 0.0 0.6
C 1.9268 0.1631 -0.4665 0.4 -0.7 -0.2
C 0.9313 -2.0312 -0.7478 0.0 0.3 0.1
C -1.7985 3.3789 5.0502 -0.1 -0.5 -0.1
C 1.2176 6.6145 3.2233 -0.2 0.0 0.7
C 7.0159 -7.2280 -2.5285 0.0 0.1 -0.1
C 3.3211 -2.8280 -2.3627 0.4 -0.2 0.4
C 7.7283 -5.1515 -2.1375 0.6 -0.3 0.0
C -1.9654 0.6742 -2.2401 0.0 -0.1 0.1
C -8.2863 3.6881 -0.7645 -0.1 -0.1 0.1
C -2.6524 1.5625 3.5752 0.2 0.2 -0.2
C -1.7452 2.6098 3.7506 -0.2 -0.1 -0.1
C 3.7504 3.2233 0.7118 0.1 -0.2 -0.5
C -2.7079 5.3531 6.2972 -0.2 0.3 -0.2
C 5.6149 -3.8775 -2.5196 0.3 0.0 -0.2
C 8.1502 -6.4570 -2.1836 -0.5 0.3 0.0
C 3.4631 1.7445 0.8696 0.3 -0.2 -0.2
C -0.8050 2.0973 1.6075 -0.1 -0.3 -0.3
C 2.0591 -1.2033 -0.7968 -0.3 0.1 -0.1
C -0.3171 -1.5401 -0.4165 0.3 0.3 0.1
C 4.1616 -4.0868 -2.1471 0.2 -0.1 -0.1
C -0.2918 7.9110 2.5243 0.0 0.0 0.2
C 5.9571 -6.3703 -2.6984 0.2 -0.2 0.1
C -0.4493 -0.1944 -0.1141 -0.1 -0.2 -0.1
C -3.7141 -0.2784 2.2408 0.0 0.5 0.7
C -0.8217 2.9070 2.7391 0.0 -0.1 0.4
C 1.5554 3.8454 3.1132 -0.1 0.7 -0.1
C -2.6770 0.7941 2.4161 0.4 0.1 0.1
C 0.6624 0.6348 -0.1278 -0.4 0.2 0.1
H 2.3127 -3.1462 -2.5937 -0.2 0.2 -0.1
H 2.8427 3.8169 0.6657 0.0 0.2 0.1
H 10.1929 -9.1980 -5.4554 0.0 0.0 0.0
H 2.9132 1.8802 -1.2254 -0.1 0.1 -0.1
H 9.1376 -6.8280 -2.0088 0.2 0.0 0.1
H 3.9892 0.5976 -0.8337 0.2 -0.2 -0.3
H 5.6954 -3.4645 -3.5273 -0.2 0.1 -0.2
H 3.4606 -10.0650 -2.8347 0.0 0.0 0.0
H -10.1746 2.9183 -0.3306 0.0 -0.1 0.0
H 6.0852 -3.1506 -1.8599 0.0 0.1 0.2
H 1.0302 -3.0824 -0.9677 0.1 -0.1 0.0
H 4.2712 3.3837 -0.2256 0.2 0.1 -0.1
H 11.2474 -10.5526 -5.2434 0.0 0.0 0.0
H -11.8239 8.3115 -1.7524 0.0 0.0 0.0
H -1.2016 -2.1546 -0.4015 -0.1 -0.2 0.0
H 1.7316 -7.7546 -5.6595 0.0 0.0 0.0
H 4.1734 -1.1736 -1.3215 0.1 0.3 0.1
H -0.2972 4.6906 3.7084 -0.1 0.4 0.0
H -6.6656 2.7077 -0.0156 0.0 -0.1 -0.1
H 3.6671 -2.4566 -0.2802 0.1 -0.1 0.2
H -2.2152 2.1527 -0.7849 0.2 0.2 -0.1
H -3.4899 0.9620 -0.7707 -0.2 -0.2 -0.1
H 3.7415 -2.3029 -3.2172 -0.3 0.1 -0.3
H -3.4724 -0.9900 1.4634 0.0 0.0 -0.2
H -3.8256 4.0496 5.0892 -0.3 0.1 -0.4
H -5.9794 1.8823 3.4040 -0.2 0.0 0.2
H -13.8962 7.1895 -1.5360 0.0 0.0 0.0
H -0.9265 8.3890 1.8031 -0.1 0.1 -0.1
H 4.1243 -4.4142 -1.1088 -0.1 -0.1 0.1
H -10.4330 7.4091 -2.2476 0.0 0.0 0.0
H -3.3528 1.3437 4.3709 -0.1 -0.1 0.1
H 1.7424 3.3352 4.0494 0.0 -0.3 0.1
H 4.9466 -6.6242 -2.9575 0.0 0.2 0.0
H -8.1540 1.9616 0.4283 0.0 -0.1 -0.1
H 8.3431 -4.2991 -1.9100 -0.3 0.4 0.0
H 11.1312 -10.3821 -1.7094 0.0 0.0 0.0
H 3.7712 -4.9062 -2.7420 -0.1 -0.1 -0.2
H -3.8294 -0.7917 3.1932 0.0 -0.3 0.0
H -4.3550 6.4109 5.8911 0.0 0.2 -0.2
H -2.9680 7.2682 5.7433 0.0 0.2 0.1
H 6.9928 -8.2948 -2.6426 -0.1 -0.1 -0.1
H -2.7192 5.1339 4.1728 -0.2 0.1 -0.2
H 2.1831 -10.7282 -3.7936 0.0 0.0 0.0
H 2.6842 1.5469 1.5991 0.0 0.1 0.2
H -2.0487 2.6713 5.8350 -0.1 0.0 0.2
H 1.1721 -9.3761 -5.4456 0.0 0.0 0.0
H -0.0247 4.6964 1.9717 0.0 0.2 -0.1
H -10.1385 4.3419 -1.3176 -0.1 -0.1 -0.2
H 11.7955 -11.2446 -3.0524 0.0 0.0 0.0
H -13.9689 5.4965 -1.8784 0.0 0.0 0.0
H -4.7666 2.4842 1.6800 0.3 0.2 -0.4
H -0.8250 3.7600 5.3293 0.2 0.2 0.0
H 4.3823 1.2904 1.2272 0.0 -0.2 0.2
H 1.9730 3.3270 2.2614 0.0 -0.2 0.3
```
Forces are in eV/Å.

## Properties
M, g mol⁻¹: 1051.4
Lowest unoccupied orbital energy, eV: -0.31
E_HOMO, Eh: -0.2653
SMILES: NC(=O)CCc1cc(CP(=O)(O)O)c2c(c1CCSc1nnco1)Sc1c(ccc(CCCCn3cccc3)c1CCCCl)N2CC(=O)Br.NC(N)=O.NC(N)=O.NC(N)=O.NC(N)=O
E, eV: -192621.82670
HOMO-LUMO gap, eV: 6.9

***

3.
DFT (the ωB97M-V functional and the def2-TZVPD basis) results for a cluster of 9 separate species, C9H35NO9 in total at a distorted geometry.

XYZ file:
```
54
Properties=species:S:1:pos:R:3:forces:R:3
O -1.0642 1.3609 1.1730 -0.3 -1.3 2.2
O 1.3721 1.5177 1.9831 0.7 1.3 2.1
O -0.1530 3.0770 -0.9351 -0.9 -0.1 -1.4
O 2.3759 4.2439 -1.9493 0.7 0.1 -0.9
O 5.0502 3.0812 -0.1421 0.0 2.0 -0.2
O -2.1706 -1.1665 -1.6978 0.0 0.4 1.3
O 3.3918 0.7002 0.4262 0.9 -0.3 0.0
O 2.1311 4.1034 0.8328 0.3 0.3 -0.3
O 4.8247 3.2829 -3.1825 -0.8 -0.3 0.2
N -1.8881 -1.3797 -0.2946 0.0 0.8 -0.6
C -3.1336 -1.9214 0.3582 0.0 0.5 -0.3
C -0.2831 -2.1738 1.3011 -1.4 -2.6 -0.3
C -1.5014 -2.8678 1.9583 0.4 -0.7 1.4
C -3.6818 -3.2037 -0.2623 -0.1 0.3 0.4
C 0.5342 -0.9844 -0.7433 0.7 -0.4 0.4
C -2.8382 -2.1530 1.8237 -0.2 -0.9 2.0
C -0.5151 -1.9994 -0.1986 0.7 0.2 -0.1
C -4.2753 -0.8891 0.3628 1.5 1.3 -1.6
C -0.3117 -3.3108 -1.0439 -2.2 0.8 2.0
H 4.5023 2.3540 0.1443 -0.6 -0.8 0.2
H -1.2205 -3.1332 3.0300 -0.6 0.7 -1.1
H -2.1833 -2.0655 -2.0067 -0.2 -0.6 -0.8
H 2.5929 0.8144 0.9550 -0.5 0.2 0.2
H -3.9712 0.0814 0.7535 0.5 0.0 0.1
H 3.0060 3.7119 -2.4972 -0.4 0.4 0.5
H 2.4749 4.2719 -0.0695 -0.3 -0.3 0.4
H -3.1586 -4.0463 0.1012 0.9 -1.0 0.2
H 0.4730 -2.8982 1.5883 0.8 0.2 -0.7
H 0.7079 -3.5255 -1.1351 1.6 -0.4 0.0
H 0.4936 0.0327 -0.2913 -0.1 -0.8 -0.3
H -1.4628 0.6221 0.7023 0.0 -0.2 -0.6
H 0.4004 1.6483 1.8673 0.2 -0.6 -0.1
H 5.0669 3.2734 -2.2448 0.3 -0.1 0.2
H -0.1445 3.2363 -1.9075 0.0 -0.2 1.2
H -4.9845 -1.2264 1.0582 -1.4 -0.6 0.5
H -3.6887 -3.2646 -1.3491 -0.4 0.3 0.0
H -3.6606 -2.8228 2.3390 1.3 1.3 -1.2
H 1.5821 -1.3958 -0.6091 -1.2 0.4 0.2
H -4.6579 -3.3067 0.1969 -0.5 -0.1 -0.6
H 2.5172 5.1430 -2.2936 -0.2 -0.4 0.2
H 3.9255 0.0933 0.9611 -0.1 0.2 -0.3
H 5.5280 3.6790 -3.6832 0.5 0.2 -0.1
H -1.6190 -3.8807 1.5185 0.2 0.5 0.0
H 2.3115 3.1795 1.0495 -0.1 0.0 -0.2
H -0.8385 -4.1357 -0.5241 0.3 0.2 -0.7
H -4.6598 -0.6413 -0.6371 -0.2 -0.6 0.3
H 0.7101 3.3540 -0.6547 0.8 0.4 0.4
H -0.0055 -1.2533 1.7075 0.1 1.6 0.9
H -0.9999 2.1242 0.6498 -0.2 1.5 -2.0
H 0.4246 -0.9342 -1.8147 -0.2 0.4 -0.4
H 4.5692 3.9058 0.1332 0.7 -1.3 -0.2
H -2.8413 -1.1913 2.4008 0.1 -0.7 -0.6
H -0.6880 -3.1315 -2.0314 -0.3 -0.3 -0.6
H 1.6342 2.0106 2.8228 -0.6 -1.0 -1.7
```
Forces are in eV/Å.

## Properties
M, g mol⁻¹: 301.4
Lowest unoccupied orbital energy, eV: 0.48
Energy above the lowest of the compared OMol25 structures with the same formula, charge and spin, eV: 0.0000
E_HOMO, Eh: -0.3302
SMILES: CC1(C)CCCC(C)(C)N1O.O.O.O.O.O.O.O.O
E, eV: -29817.87298
HOMO-LUMO gap, eV: 9.5

***

4.
DFT (the ωB97M-V functional and the def2-TZVPD basis) results for the molecule C10H11ClO3S at a distorted geometry.

XYZ file:
```
26
Properties=species:S:1:pos:R:3:forces:R:3
Cl -0.3937 -2.8063 1.1999 -0.4 -0.9 0.3
S -2.3944 -0.2772 0.1335 -3.0 -1.8 -0.7
O -2.8554 -1.4883 -0.8423 0.1 -1.2 -0.2
O -0.2073 -2.4865 -1.4393 -0.6 -1.2 -2.3
O -2.7826 -0.5938 1.4751 -0.4 0.4 0.8
C 3.7754 0.2475 0.2879 2.3 2.8 1.0
C 2.6027 0.6504 0.7826 -4.8 -0.4 0.6
C 0.0681 0.4460 1.1365 -1.1 -0.8 0.2
C 1.3691 -1.2895 -0.0420 0.8 0.1 -0.3
C 0.1990 -2.1090 -0.3937 0.1 1.7 2.9
C 1.3681 -0.0654 0.6311 1.0 0.0 -0.8
C -1.0426 0.6614 0.1391 4.5 1.9 -0.4
C 3.7729 -0.9132 -0.4048 -0.1 -1.2 -0.6
C -3.5170 0.9116 -0.7723 0.5 -0.5 0.5
C 2.6053 -1.7038 -0.4920 2.5 -0.5 -2.5
H 2.3483 1.5737 1.2141 0.8 1.4 0.8
H -0.5384 0.7142 -0.8075 -0.6 0.6 -1.1
H 0.1772 1.3044 1.7323 0.2 1.3 0.9
H -2.9189 1.3450 -1.6151 -0.9 -0.1 0.9
H -0.3123 -0.3280 1.7723 -0.3 -0.3 0.9
H 4.6845 -1.0749 -0.9564 0.0 -1.0 -0.1
H -4.3913 0.3706 -1.0756 0.0 -0.9 -0.9
H -4.0631 1.5645 -0.0802 1.3 0.6 0.2
H -2.4841 -2.3764 -0.5427 0.0 1.4 -0.3
H 4.6540 0.9931 0.4768 -1.3 -1.9 -0.8
H 2.7503 -2.5843 -1.1712 -0.7 0.6 0.9
```
Forces are in eV/Å.

## Properties
M, g mol⁻¹: 246.7
<S²>: 2.0067
Lowest unoccupied orbital energy (alpha / beta), eV: 0.01 / -2.71
E_HOMO (alpha / beta), Eh: -0.1624 / -0.3381
Spin multiplicity: 3
E, eV: -40040.64199
HOMO-LUMO gap (alpha / beta), eV: 4.4 / 6.5

***

5.
DFT (the ωB97M-V functional and the def2-TZVPD basis) results for a cluster of 3 separate species, C4H10NOS2 in total.

XYZ file:
```
18
Properties=species:S:1:pos:R:3:forces:R:3
S 2.4609 3.1954 1.0183 0.2 -0.6 0.2
S 0.9534 3.6604 -0.2826 -0.3 0.1 -0.3
O -1.1347 -4.3094 1.7045 0.0 0.1 -0.4
N -1.4901 1.1624 -1.2129 -0.5 -0.1 0.8
C -0.3294 -0.9072 -1.4798 0.5 -0.6 -0.1
C -1.3466 -3.1964 1.3002 -0.2 0.1 0.9
C -0.6977 0.2962 -1.9200 -0.9 0.0 -0.2
C 2.1900 1.4120 1.4127 0.1 0.1 -0.2
H -0.5778 -1.3256 -0.5161 -0.1 0.5 0.2
H 0.2907 -1.5595 -2.0798 0.0 0.2 -0.2
H 1.2206 1.1006 1.0368 -0.3 0.3 0.1
H -1.4042 -2.9134 0.2448 0.0 -0.3 -0.2
H -0.4816 0.5553 -2.9440 0.1 0.3 -0.1
H -1.5176 -2.3682 2.0229 0.1 -0.1 -0.2
H 2.8827 0.7091 0.9331 0.3 0.4 0.1
H -1.9052 2.0289 -1.5164 0.8 -0.2 -0.5
H 2.2295 1.3037 2.4956 0.0 -0.2 0.1
H -1.3432 1.1557 -0.2172 0.0 0.1 0.0
```
Forces are in eV/Å.

## Properties
M, g mol⁻¹: 152.3
Lowest unoccupied orbital energy, eV: 2.84
Energy above the lowest of the compared OMol25 structures with the same formula, charge and spin, eV: 0.4024
E_HOMO, Eh: -0.0786
Charge: -1
E, eV: -29517.73843
HOMO-LUMO gap, eV: 5.0

***

- The highest E belongs to which entry?
  C4H10NOS2

***

- E of number 3 (C9H35NO9)?
  -29817.87298 eV